# 1
CH5N3O2S | ωB97M-V/def2-TZVPD

Properties
Gap between HOMO and LUMO: 8.949 eV
Relative energy (zero: lowest compared OMol25 entry of this formula, charge and spin): 273.9 kJ/mol
LUMO energy: 0.70 eV
Net charge: 0
Spin multiplicity: 1
HOMO energy: -0.3030 hartree

CARTESIAN COORDINATES (ANGSTROEM)
C -0.662908 -0.346174 0.782288
N 1.368765 -0.186040 -0.081218
N 0.569104 -0.691524 0.907215
N -1.607976 -0.643627 1.732082
O 1.442761 -0.002374 -2.648810
O 0.355236 1.605306 -1.383747
S 0.520127 0.012367 -1.529429
H -0.890825 0.276954 0.014660
H 2.227311 -0.679355 0.023116
H 0.441017 2.202813 -2.169042
H -2.660913 -0.458465 1.770666
H -1.101698 -1.089880 2.582220

Atomic forces in eV per Å
C 0.6 -1.0 2.8
N -0.2 0.3 -0.3
N -2.1 -0.4 1.4
N 0.1 -1.2 2.4
O 0.5 -1.2 -0.5
O -1.1 2.0 0.8
S 2.1 0.5 -2.1
H -1.7 1.8 -1.6
H 0.9 -0.1 -1.1
H 0.1 -1.5 0.5
H 2.8 -0.3 -0.5
H -1.9 1.0 -1.9

# 2
C2H6N2O | ωB97M-V/def2-TZVPD

Properties
Gap between HOMO and LUMO: 10.629 eV
Relative energy (zero: lowest compared OMol25 entry of this formula, charge and spin): 184.0 kJ/mol
LUMO energy: 0.86 eV
Net charge: 0
Spin multiplicity: 1
HOMO energy: -0.3590 hartree
Structure (SMILES): [H]/N=C/N.C=O

CARTESIAN COORDINATES (ANGSTROEM)
H 2.054012 0.102035 -2.429768
N 1.462097 -0.557305 -1.931860
C 0.344274 -0.023475 -1.651185
N -0.630852 -0.682826 -0.903648
H 0.059414 1.005564 -1.896278
H -1.566428 -0.449891 -1.193594
H -0.444903 -1.679907 -0.843352
C -0.340411 0.564412 2.702473
O -1.281473 1.218583 3.043679
H 0.390367 0.186392 3.432549
H -0.046102 0.316422 1.670982

Atomic forces in eV per Å
H 0.0 0.0 0.1
N -0.3 0.2 0.1
C 0.0 -0.2 0.3
N 0.6 0.0 -0.5
H 0.0 -0.1 -0.1
H -0.2 -0.1 0.2
H -0.2 0.2 0.0
C 0.9 -0.1 0.2
O -0.3 0.0 -0.3
H 0.0 -0.1 0.4
H -0.5 0.1 -0.3

# 3
C2H3ClS | ωB97M-V/def2-TZVPD

Properties
Gap between HOMO and LUMO: 10.003 eV
Relative energy (zero: lowest compared OMol25 entry of this formula, charge and spin): 50.1 kJ/mol
LUMO energy: 0.79 eV
Net charge: 0
Spin multiplicity: 1
HOMO energy: -0.3384 hartree
Structure (SMILES): Cl[C@@H]1CS1

CARTESIAN COORDINATES (ANGSTROEM)
Cl 1.619918 0.658353 -1.373333
C 0.381563 -0.353729 -0.558424
C -0.531189 0.344316 0.489946
S 0.571852 -0.839498 1.208147
H -0.087391 -1.155308 -0.979790
H -0.346044 1.291117 0.902817
H -1.608710 0.054748 0.310637

Atomic forces in eV per Å
Cl -0.9 -1.1 0.3
C 0.9 3.5 3.8
C -1.3 -2.2 -2.0
S 0.6 -0.6 -0.4
H -0.7 -1.6 -2.2
H 0.2 1.4 -0.3
H 1.2 0.5 0.7

# 4
C3H11N2O | ωB97M-V/def2-TZVPD

Properties
⟨S²⟩: 0.75
Gap between HOMO and LUMO (alpha / beta): 2.221 / 6.742 eV
Relative energy (zero: lowest compared OMol25 entry of this formula, charge and spin): 65.7 kJ/mol
LUMO energy (alpha / beta): 6.98 / 6.82 eV
Net charge: -2
Spin multiplicity: 2
HOMO energy (alpha / beta): 0.1749 / 0.0028 hartree

CARTESIAN COORDINATES (ANGSTROEM)
N 0.503023 1.999911 1.711045
C 0.732838 0.558163 2.087225
O 0.555231 -0.290556 0.999362
H 1.000784 2.609601 2.364147
H 0.869814 2.178550 0.793837
H 1.737747 0.496303 2.581685
H 0.016838 0.355922 2.957461
C -0.093905 -1.938267 -1.398456
N -1.130382 -0.971640 -0.941098
C -0.947759 0.330168 -1.589126
H -0.193100 -2.086333 -2.483202
H 0.865892 -1.511558 -1.099547
H -0.271431 -2.875397 -0.824755
H -0.866242 -0.826933 0.066443
H 0.012797 0.794608 -1.290541
H -1.765998 1.002773 -1.233853
H -1.026147 0.174684 -2.700628

Atomic forces in eV per Å
N -0.4 0.1 0.9
C -0.8 -1.3 -1.4
O 0.7 1.6 2.6
H 0.0 -0.1 -0.1
H 0.2 -0.3 -0.5
H 0.2 -0.2 -0.3
H 0.2 0.2 -0.6
C -1.1 0.7 0.8
N 0.2 -0.4 0.3
C -0.6 -0.4 -0.1
H 0.3 -0.2 0.2
H 0.4 -0.3 -0.4
H 0.3 0.3 -0.5
H -0.2 0.2 -1.0
H -0.2 -0.1 -0.4
H 0.5 -0.2 -0.4
H 0.2 0.4 0.8

# 5
C12H12BN4O3PS | ωB97M-V/def2-TZVPD

Properties
Gap between HOMO and LUMO: 8.252 eV
LUMO energy: -0.03 eV
Net charge: 0
Spin multiplicity: 1
HOMO energy: -0.3043 hartree
Structure (SMILES): N=[PH2]c1c(B(N)O)cc2c(c1ON=O)Sc1ccccc1N2

CARTESIAN COORDINATES (ANGSTROEM)
N -0.346174 4.259842 1.456767
P -1.064891 3.022209 2.134794
C -0.867206 1.464660 1.169760
C -0.740096 0.237158 1.811175
B -0.745384 0.041223 3.404077
N -1.731073 -0.750061 4.107580
O 0.284689 0.637837 4.117644
C -0.572168 -0.937620 1.079099
C -0.512471 -0.836045 -0.297244
C -0.643942 0.383584 -0.933899
C -0.824382 1.544907 -0.224984
O -0.922587 2.737759 -0.908885
N -2.241163 3.268085 -0.980579
O -3.071546 2.451120 -1.016650
S -0.536199 0.340291 -2.716383
C 0.763721 -0.876555 -2.899287
C 1.751400 -0.772921 -3.847161
C 2.726305 -1.748372 -3.894650
C 2.729021 -2.801426 -3.005645
C 1.710866 -2.886156 -2.082300
C 0.719212 -1.932678 -2.006973
N -0.318385 -2.015770 -1.051762
H 0.360973 4.594004 2.106985
H -0.492503 2.800380 3.400587
H -2.446944 3.335681 2.238977
H -1.308347 -1.647243 4.345571
H -2.502572 -0.983769 3.488276
H 1.047054 0.623038 3.521694
H -0.483900 -1.909063 1.560525
H 1.772056 0.062463 -4.540778
H 3.506281 -1.637831 -4.645194
H 3.534974 -3.526426 -3.062979
H 1.699163 -3.708763 -1.364190
H -0.233784 -2.833542 -0.463968

Atomic forces in eV per Å
N -0.1 -0.3 0.5
P 1.2 1.6 -1.1
C -0.5 0.9 0.5
C -0.4 -0.6 1.1
B 0.1 0.6 0.0
N 0.3 -0.3 -1.1
O 0.0 -1.2 -0.3
C -0.1 0.8 -0.1
C 0.0 -1.3 0.3
C 0.4 -0.5 -1.5
C 0.1 -0.3 0.1
O 0.3 -0.1 0.7
N -0.6 0.1 -0.8
O 0.1 0.2 0.4
S 0.0 0.3 -0.1
C -1.2 0.8 0.7
C 0.1 0.2 -0.2
C 0.6 0.3 -0.8
C 0.2 0.0 -0.4
C 0.2 -1.0 0.9
C 0.1 -0.3 -0.2
N 0.2 0.6 -0.2
H 0.0 0.2 -0.3
H -0.8 -0.6 0.1
H 0.1 -0.9 0.3
H -0.1 0.3 0.8
H 0.0 0.0 0.1
H 0.1 0.6 0.3
H 0.0 0.1 0.0
H 0.0 -0.1 0.2
H -0.1 -0.2 0.2
H -0.2 0.0 0.2
H 0.0 0.1 -0.2
H 0.0 0.1 0.0

# 6
C3HIO3 | ωB97M-V/def2-TZVPD

Properties
Gap between HOMO and LUMO: 7.719 eV
Relative energy (zero: lowest compared OMol25 entry of this formula, charge and spin): 445.9 kJ/mol
LUMO energy: 0.00 eV
Net charge: 0
Spin multiplicity: 1
HOMO energy: -0.2837 hartree

CARTESIAN COORDINATES (ANGSTROEM)
C -0.008559 -0.623544 -1.630610
C -0.639657 1.185447 1.366598
C 1.245741 -0.873820 0.551616
O 1.592714 -1.090028 1.604191
O 0.955758 -0.698672 -0.565308
O -1.363065 1.910595 1.878063
I -2.038057 0.059460 -0.950034
H 0.255128 0.130560 -2.254513

Atomic forces in eV per Å
C -3.9 -3.2 -0.2
C -1.0 1.6 1.5
C -0.9 0.6 -1.3
O 0.8 -0.7 2.0
O 1.5 0.9 0.8
O 1.4 -1.3 -0.9
I 0.7 -0.5 -0.6
H 1.4 2.6 -1.3